(1)
Here is a cluster of 2 separate species, C24H28NO7S2 in total from the Open Molecules 2025 dataset. Energies are from the ωB97M-V functional and the def2-TZVPD basis.

Cartesian coordinates (Å):
C 6.376 -4.009 1.549
O 5.013 -3.826 1.986
C 4.227 -2.870 1.427
C 4.611 -2.064 0.332
C 3.675 -1.201 -0.228
C 2.308 -1.169 0.166
C 1.326 -0.423 -0.622
C 1.525 -0.279 -1.972
S 0.651 0.845 -3.070
O -0.537 0.182 -3.560
O 0.570 2.132 -2.411
C 1.801 1.031 -4.474
C 1.884 -0.198 -5.354
C 1.803 -1.508 -4.601
S 2.552 -1.399 -2.964
O 3.850 -0.777 -3.151
O 2.437 -2.738 -2.424
C 2.013 -1.878 1.353
C 2.915 -2.727 1.949
H 6.743 -4.768 2.237
H 6.406 -4.376 0.516
H 6.958 -3.087 1.653
H 5.604 -2.137 -0.104
H 4.033 -0.504 -0.967
H 0.414 -0.016 -0.173
H 1.394 1.886 -5.029
H 2.782 1.312 -4.079
H 1.085 -0.168 -6.102
H 2.821 -0.187 -5.921
H 0.780 -1.881 -4.492
H 2.422 -2.289 -5.061
H 1.023 -1.765 1.808
H 2.655 -3.358 2.799
C -4.668 -2.254 2.178
C -3.494 -1.571 2.816
O -2.990 -0.512 1.935
C -1.649 -0.480 1.877
C -1.070 0.845 1.466
C 0.169 1.217 2.158
N -1.954 1.705 0.996
C -2.217 2.888 1.426
C -3.478 3.571 1.194
C -3.611 4.970 1.385
C -4.801 5.601 1.028
C -5.899 4.845 0.582
C -5.814 3.446 0.551
C -4.613 2.800 0.866
O -0.940 -1.419 2.207
H -5.216 -2.800 2.947
H -5.359 -1.569 1.683
H -4.335 -3.003 1.455
H -3.781 -1.120 3.779
H -2.698 -2.304 2.986
H 0.739 0.295 2.292
H 0.730 1.922 1.536
H 0.010 1.644 3.171
H -1.496 3.391 2.079
H -2.768 5.516 1.831
H -4.874 6.684 1.099
H -6.814 5.351 0.273
H -6.689 2.851 0.274
H -4.542 1.702 0.911

The LUMO energy is 2.1 eV. The value obtained for the orbital gap is 4.54 eV. Its maximum force is 3.86 eV/A. The calculation puts the molecular weight at 506.62 g/mol. For the highest occupied orbital energy, the calculation gives -2.404 eV. Its net charge is -1. The energy above the lowest of the compared OMol25 structures with the same formula, charge and spin comes out at 57.3 kJ/mol.

(2)
Here is a structure of composition C24H29AsKN2PSe2 from the Open Molecules 2025 dataset. Energies are from the ωB97M-V functional and the def2-TZVPD basis.

Cartesian coordinates (Å):
K 0.497 -0.196 1.588
C -2.462 -1.228 2.819
C -2.789 0.061 2.423
C -2.254 1.151 3.095
C -1.397 0.951 4.170
C -1.070 -0.340 4.569
C -1.600 -1.429 3.889
H -2.886 -2.075 2.297
H -3.470 0.215 1.597
H -2.517 2.155 2.792
H -1.018 1.805 4.721
H -0.433 -0.501 5.430
H -1.365 -2.435 4.214
Se -0.706 1.817 -0.314
P -1.356 0.024 -1.303
Se -0.904 -1.894 -0.449
C -0.706 0.092 -3.014
C -0.013 -0.967 -3.584
C 0.511 -0.844 -4.865
C 0.334 0.331 -5.579
C -0.379 1.384 -5.020
C -0.896 1.267 -3.741
C -3.165 0.091 -1.562
C -3.953 1.115 -1.057
C -5.328 1.091 -1.253
C -5.910 0.053 -1.964
C -5.120 -0.963 -2.486
C -3.751 -0.947 -2.284
H 0.107 -1.887 -3.025
H 1.053 -1.671 -5.307
H 0.754 0.423 -6.573
H -0.523 2.297 -5.583
H -1.444 2.084 -3.287
H -3.481 1.929 -0.519
H -5.945 1.888 -0.857
H -6.983 0.034 -2.114
H -5.574 -1.770 -3.048
H -3.126 -1.743 -2.671
C 3.023 1.367 -1.489
As 3.044 -0.117 -0.218
C 4.938 -0.008 0.297
C 3.241 -1.560 -1.523
H 3.841 1.278 -2.206
H 3.109 2.313 -0.955
H 2.073 1.371 -2.022
H 5.558 0.196 -0.576
H 5.247 -0.960 0.732
H 5.091 0.775 1.039
H 4.131 -1.408 -2.136
H 2.363 -1.576 -2.165
H 3.308 -2.521 -1.014
N 2.420 0.656 4.619
C 3.592 0.482 5.263
C 4.267 -0.502 4.581
C 3.406 -0.856 3.526
N 2.286 -0.149 3.559
H 1.680 1.295 4.849
H 3.858 1.052 6.136
H 5.239 -0.905 4.804
H 3.554 -1.590 2.751

The LUMO energy is 0.0 eV. The value obtained for the orbital gap is 7.43 eV. Its maximum force is 0.80 eV/A. The calculation puts the molecular weight at 648.42 g/mol. For the highest occupied orbital energy, the calculation gives -7.399 eV. The energy above the lowest of the compared OMol25 structures with the same formula, charge and spin comes out at 25.7 kJ/mol.